# 1
ORCA calculation (ωB97M-V/def2-TZVPD) on a structure of composition C39H47Cl2FN6O5ReSi.

Last column: Mulliken charge in e.
Atoms and positions in Å:
Re -0.675 1.490 0.887  -0.512
C -5.039 2.349 2.639  -1.238
Si -3.227 2.492 2.978  -0.070
C -1.893 1.017 4.977  -0.848
C -2.861 3.762 4.273  -1.330
N -2.191 2.632 1.574  1.151
C -2.479 3.793 0.767  1.246
C -3.425 4.778 1.062  -0.381
C -3.640 5.862 0.219  -1.365
C -2.913 6.015 -0.949  -0.532
C -1.951 5.071 -1.270  -1.274
C -1.782 4.019 -0.408  0.175
F -0.793 3.090 -0.717  0.302
H -5.549 1.840 3.462  0.439
H -5.270 1.827 1.711  0.332
H -5.479 3.346 2.580  0.567
H -2.412 1.488 5.802  0.325
H -1.049 1.604 4.633  0.236
H -1.578 0.012 5.220  0.383
H -3.504 3.618 5.145  0.452
H -3.088 4.749 3.868  0.425
H -1.824 3.791 4.604  0.412
H -4.023 4.726 1.959  0.172
H -4.390 6.594 0.488  0.442
H -3.085 6.859 -1.602  0.443
H -1.340 5.144 -2.160  0.495
C 3.777 -5.953 -1.618  -1.609
C 3.357 -4.714 -2.426  1.389
C 2.001 -5.037 -3.063  -1.620
C 4.395 -4.503 -3.538  -1.667
C 3.325 -3.456 -1.502  2.639
O 4.520 -3.404 -0.712  -0.721
C 3.264 -2.088 -2.218  -0.860
C 2.193 -1.769 -3.273  -0.427
C 2.058 -0.280 -3.495  -0.504
C 0.822 0.343 -3.338  -0.286
C 0.676 1.718 -3.468  -1.181
C 1.782 2.486 -3.795  0.418
Cl 1.618 4.201 -3.946  -0.217
C 3.013 1.885 -4.020  -0.988
C 3.146 0.513 -3.856  -0.022
C 2.273 -3.556 -0.355  -2.570
N 1.016 -2.817 -0.543  1.162
C 0.787 -1.568 -0.195  -0.316
N -0.444 -1.256 -0.605  0.688
C -0.932 -2.384 -1.211  -0.386
N -0.063 -3.349 -1.175  -0.715
H 3.823 -6.809 -2.292  0.472
H 3.055 -6.206 -0.839  0.354
H 4.753 -5.844 -1.149  0.318
H 2.137 -5.862 -3.765  0.569
H 1.563 -4.212 -3.621  0.147
H 1.276 -5.366 -2.318  0.308
H 4.500 -5.423 -4.112  0.522
H 5.392 -4.266 -3.154  0.388
H 4.109 -3.716 -4.237  0.251
H 5.279 -3.600 -1.273  0.592
H 4.249 -1.940 -2.666  1.283
H 3.213 -1.334 -1.422  -1.349
H 1.213 -2.156 -2.994  0.382
H 2.439 -2.260 -4.216  0.729
H -0.057 -0.255 -3.140  0.631
H -0.291 2.184 -3.348  0.671
H 3.858 2.492 -4.318  0.484
H 4.116 0.057 -4.026  0.504
H 2.738 -3.127 0.530  0.253
H 2.005 -4.584 -0.134  0.224
H 1.469 -0.915 0.325  0.571
H -1.911 -2.443 -1.660  0.500
Cl -6.297 -3.024 -0.454  -0.173
C -5.580 -2.183 0.859  0.276
C -6.080 -2.364 2.144  -0.697
C -5.500 -1.682 3.193  -1.223
C -4.419 -0.825 2.958  0.482
C -3.920 -0.661 1.667  0.860
C -4.505 -1.333 0.613  -1.393
C -3.895 -0.142 4.128  0.432
O -4.134 -0.265 5.268  -0.430
O -2.821 0.915 3.816  0.068
H -6.915 -3.030 2.308  0.468
H -5.879 -1.802 4.200  0.519
H -3.079 -0.011 1.478  0.252
H -4.145 -1.194 -0.397  0.658
C 4.735 1.177 -0.685  -0.996
C 3.582 1.481 0.204  0.987
C 3.560 1.875 1.523  -1.766
C 2.216 2.027 1.867  0.900
N 1.444 1.721 0.819  -0.114
N 2.294 1.390 -0.197  0.744
C 1.641 2.467 3.170  -0.817
H 5.650 1.565 -0.245  0.425
H 4.601 1.624 -1.666  0.207
H 4.851 0.099 -0.814  0.104
H 4.414 2.050 2.156  0.535
H 1.945 1.329 -1.149  -0.146
H 1.990 1.826 3.980  0.335
H 0.550 2.449 3.153  -0.285
H 1.954 3.487 3.392  0.434
O -0.515 -0.762 2.863  -0.715
C -0.598 0.108 2.097  0.995
O -2.064 0.184 -1.282  -0.506
C -1.130 0.105 -0.529  0.117

Cartesian forces, eV/Å:
0.0 0.1 -0.3
-0.1 -0.1 0.1
0.1 0.0 -0.1
-0.1 0.0 -0.3
-0.1 0.0 0.1
-0.3 0.1 0.0
0.0 -0.1 0.1
-0.1 0.1 -0.1
0.0 0.0 0.1
0.0 0.0 0.0
0.0 0.0 0.0
0.0 0.1 0.0
0.2 -0.2 0.2
0.0 0.0 0.0
0.0 0.0 0.0
0.0 0.0 0.0
0.0 0.0 0.0
0.0 0.0 0.0
0.0 -0.1 0.0
0.0 0.0 0.0
0.0 0.0 0.0
0.0 0.0 0.0
0.0 0.0 0.0
0.0 0.0 0.0
0.0 0.0 0.0
0.0 0.0 0.0
0.0 0.0 0.0
0.1 0.0 0.0
0.0 0.0 0.0
0.0 0.0 0.0
-0.1 0.0 0.1
0.0 0.1 0.0
0.0 0.0 0.0
0.0 0.0 0.0
0.0 0.0 0.0
0.0 0.0 0.1
0.0 0.0 0.0
0.0 0.0 0.0
0.0 0.0 0.0
0.1 0.0 0.1
0.0 0.0 0.0
-0.1 0.0 -0.1
0.1 0.0 -0.1
0.0 -0.1 0.0
0.1 0.0 0.0
0.0 0.0 0.0
0.0 0.0 0.0
0.0 0.0 0.0
0.0 0.0 0.0
0.0 0.0 0.0
0.0 0.0 0.0
0.0 0.0 0.0
0.0 0.0 0.0
0.0 0.0 0.0
0.0 0.0 0.0
0.0 0.0 0.0
0.0 0.0 0.0
0.0 0.0 0.0
0.0 0.0 0.0
0.0 0.0 0.0
0.0 0.0 0.0
-0.1 0.0 0.0
-0.1 0.0 0.0
0.0 0.0 0.0
0.0 0.0 0.0
0.0 0.0 0.0
0.0 0.0 0.0
0.0 0.0 0.0
0.0 0.0 0.0
0.0 0.0 0.0
0.0 0.0 0.0
0.0 0.0 0.0
0.0 0.0 0.0
0.0 0.1 0.0
0.0 0.0 0.0
0.0 0.0 0.0
0.0 0.0 -0.1
0.0 -0.1 0.1
0.0 0.2 0.0
0.0 0.0 0.0
0.0 0.0 0.0
0.0 0.0 0.0
0.0 0.0 0.0
0.0 0.0 0.1
0.0 0.0 -0.1
0.1 0.1 0.0
0.0 -0.1 0.0
0.1 -0.1 -0.2
0.1 0.1 0.1
0.1 0.0 0.0
0.0 0.0 0.0
0.0 0.0 -0.1
0.0 0.0 0.0
0.0 0.0 0.0
0.0 -0.1 0.0
0.0 0.0 0.0
0.0 0.0 0.0
0.0 0.0 0.0
0.0 -0.3 -0.1
-0.1 0.4 0.7
-0.1 0.0 0.0
0.0 -0.1 -0.1

Results
DFT total energy = -98142.6672 eV
HOMO (alpha / beta) = -13.06 / -13.48 eV
largest force on an atom = 0.8 eV/Å
<S²> = 0.755
ΔE to the lowest compared entry with this formula, charge and spin = 17.1 kcal per mole
charge = +2
HOMO-LUMO gap (alpha / beta) = 7.75 / 7.38 eV
spin multiplicity = 2



# 2
ORCA calculation (ωB97M-V/def2-TZVPD) on a structure of composition C39H47CsN15O3PS3Se2 at a distorted geometry.

Last column: Mulliken charge in e.
Atoms and positions in Å:
Cs 0.761 -0.813 0.893  1.247
C 2.066 3.314 3.629  -0.742
N 2.122 2.774 2.280  0.539
C 3.132 3.425 1.501  -1.021
C 3.258 2.892 0.112  0.365
N 2.565 1.945 -0.453  -0.203
C 3.107 1.808 -1.732  0.049
C 2.771 0.918 -2.745  0.275
C 3.514 0.961 -3.910  -0.323
C 4.567 1.871 -4.070  -0.617
C 4.913 2.765 -3.071  -1.187
C 4.161 2.710 -1.905  0.226
N 4.229 3.404 -0.711  -0.016
C 0.771 3.054 4.324  0.014
N -0.390 3.560 3.977  -0.603
C -1.293 2.992 4.871  0.938
C -2.680 3.107 4.963  -0.577
C -3.332 2.362 5.928  -0.631
C -2.630 1.510 6.794  -0.464
C -1.254 1.392 6.726  -0.935
C -0.606 2.156 5.763  0.384
N 0.723 2.268 5.427  0.191
H 2.222 4.408 3.632  0.387
H 2.872 2.865 4.217  0.366
H 1.221 2.794 1.822  -0.384
H 4.099 3.285 2.002  0.488
H 2.984 4.522 1.435  0.539
H 1.965 0.208 -2.608  0.083
H 3.283 0.270 -4.711  0.381
H 5.130 1.869 -4.996  0.385
H 5.737 3.458 -3.191  0.353
H 4.921 4.079 -0.443  0.205
H -3.237 3.737 4.280  0.277
H -4.411 2.417 6.003  0.392
H -3.180 0.916 7.514  0.362
H -0.703 0.708 7.357  0.430
H 1.427 1.535 5.609  -0.300
Se 1.471 -2.909 -2.458  -0.417
P 0.041 -1.858 -3.663  0.636
Se -1.000 -0.212 -2.779  -0.281
C 0.868 -1.310 -5.213  0.227
C 1.722 -2.190 -5.875  -0.608
C 2.353 -1.805 -7.047  -0.599
C 2.140 -0.532 -7.567  -0.466
C 1.296 0.348 -6.908  -0.490
C 0.661 -0.040 -5.734  -0.194
C -1.196 -3.040 -4.334  0.562
C -1.959 -2.685 -5.444  -0.488
C -2.943 -3.536 -5.921  -0.618
C -3.184 -4.747 -5.283  -0.403
C -2.431 -5.102 -4.173  -0.667
C -1.436 -4.254 -3.705  -0.211
H 1.908 -3.167 -5.445  0.375
H 3.021 -2.493 -7.550  0.360
H 2.643 -0.227 -8.477  0.352
H 1.140 1.347 -7.297  0.378
H 0.013 0.643 -5.196  0.246
H -1.786 -1.731 -5.930  0.313
H -3.528 -3.252 -6.787  0.381
H -3.959 -5.410 -5.649  0.355
H -2.618 -6.041 -3.667  0.361
H -0.828 -4.526 -2.850  0.197
N 5.198 -0.549 -0.593  -0.718
N 4.681 -0.011 0.596  0.565
C 5.312 -0.036 1.778  0.354
N 4.622 0.522 2.803  -0.057
S 6.893 -0.607 1.939  -0.524
H 4.864 -1.507 -0.671  0.193
H 6.203 -0.614 -0.430  0.192
H 3.747 0.370 0.542  -0.291
H 3.606 0.486 2.748  -0.181
H 4.926 0.237 3.723  0.347
C -2.344 -2.793 -0.014  -0.292
N -1.901 -2.230 1.263  0.276
C -2.873 -1.226 1.700  -0.609
N -4.217 -1.807 1.849  0.024
C -4.603 -2.393 0.563  -0.746
N -3.668 -3.423 0.102  0.135
C -3.587 -4.457 1.135  -0.660
N -3.169 -3.934 2.436  0.019
C -1.854 -3.291 2.274  -0.722
C -4.123 -2.893 2.831  -0.719
H -1.615 -3.538 -0.345  0.234
H -2.379 -2.001 -0.765  -0.128
H -2.911 -0.420 0.962  0.117
H -2.547 -0.813 2.657  0.340
H -4.647 -1.601 -0.188  0.319
H -5.598 -2.839 0.665  0.364
H -2.871 -5.217 0.815  0.325
H -4.572 -4.924 1.243  0.355
H -1.126 -4.045 1.962  0.254
H -1.517 -2.867 3.221  0.400
H -3.809 -2.474 3.789  0.371
H -5.113 -3.346 2.948  0.330
N -2.495 4.874 1.899  -0.535
C -2.732 3.916 0.941  0.442
C -1.761 2.923 0.698  1.123
N -1.886 2.040 -0.261  -0.077
C -3.014 2.090 -0.988  -0.255
C -3.981 3.034 -0.722  -0.614
N -3.854 3.961 0.238  -0.717
H -1.825 4.599 2.612  0.302
H -3.325 5.334 2.239  0.319
H -0.882 2.883 1.329  -0.641
H -3.127 1.365 -1.783  0.382
H -4.900 3.057 -1.296  0.366
O 0.438 -1.902 4.446  -0.805
S 1.434 -0.969 3.920  0.995
O 2.310 -1.605 2.910  -0.692
O 0.763 0.196 3.286  -0.868
S 2.616 -0.273 5.434  -0.771

Cartesian forces, eV/Å:
-0.3 0.1 -2.4
0.1 0.1 0.0
0.0 -0.1 0.0
0.1 0.2 0.0
0.1 -0.1 -0.1
-0.1 0.1 0.2
0.0 0.0 0.0
0.0 0.0 0.0
0.0 0.0 0.0
0.0 0.0 0.0
0.0 0.0 0.0
0.0 0.0 0.0
-0.1 0.0 0.0
0.0 -0.1 0.1
-0.2 0.0 -0.1
0.0 0.0 0.0
0.0 0.0 0.0
0.0 0.0 0.0
0.0 0.0 0.0
0.0 0.0 0.0
0.1 0.0 0.0
-0.3 0.1 -0.2
0.0 0.0 0.0
0.0 0.0 0.0
0.0 0.0 0.0
0.0 -0.1 0.0
0.0 0.0 0.0
0.0 0.0 0.0
0.0 0.0 0.0
0.0 0.0 0.0
0.0 0.0 0.0
0.0 0.0 0.0
0.0 0.0 0.0
0.0 0.0 0.0
0.0 0.0 0.0
0.0 0.0 0.0
0.2 -0.3 0.0
0.0 0.0 0.0
0.0 0.0 0.1
0.0 0.0 0.0
0.0 0.0 0.0
0.0 0.0 0.0
0.0 0.0 0.0
0.0 0.0 0.0
0.0 0.0 0.0
0.0 0.0 0.0
0.0 0.0 0.0
0.0 0.0 0.0
0.0 0.0 0.0
0.0 0.0 0.0
0.0 0.0 0.0
0.0 0.0 0.0
0.0 0.0 0.0
0.0 0.0 0.0
0.0 0.0 0.0
0.0 0.0 0.0
0.0 0.0 0.0
0.0 0.0 0.0
0.0 0.0 0.0
0.0 0.0 0.0
0.0 0.0 0.0
0.0 0.0 0.0
0.0 0.1 0.0
-0.1 -0.2 0.3
0.0 0.1 0.0
0.0 -0.1 0.0
0.0 0.0 0.0
0.0 0.0 0.0
0.0 0.0 0.0
0.0 0.1 -0.2
0.0 0.0 0.0
0.0 0.0 0.0
0.0 0.0 0.0
-0.1 0.0 0.0
0.0 0.0 0.0
0.0 0.0 0.0
0.0 0.0 0.0
0.0 0.0 0.0
0.0 0.0 0.0
0.0 0.0 0.1
0.0 0.0 0.0
0.0 0.0 0.0
0.0 0.0 0.0
0.0 0.0 0.0
0.0 0.0 0.0
0.0 0.0 0.0
0.0 0.0 0.0
0.0 0.0 0.0
0.0 0.0 0.0
0.0 0.0 0.0
0.0 0.0 0.0
0.0 0.0 0.0
0.0 0.0 0.0
0.0 0.0 0.0
0.0 -0.1 0.0
0.0 0.0 0.0
0.1 0.0 0.0
-0.1 -0.2 0.1
0.0 0.1 0.0
0.0 0.0 0.0
0.0 0.0 0.0
0.1 0.1 0.0
0.0 0.0 0.0
0.1 0.0 0.0
0.0 0.0 0.0
0.0 0.0 0.0
0.1 0.0 0.0
0.0 0.0 0.7
0.4 -0.1 0.6
0.0 0.4 1.0
0.0 0.0 0.0

Results
DFT total energy = -242742.8279 eV
HOMO = -2.70 eV
largest force on an atom = 2.4 eV/Å
ΔE to the lowest compared entry with this formula, charge and spin = 0.0 kcal per mole
charge = -2
HOMO-LUMO gap = 6.31 eV



Question: What is the largest force on an atom in the second record?
Answer: 2.4 eV/Å